Entry 1:
Computed, not measured: C30H44Al2BCl5CsF8N3O12P as an isolated structure, with ωB97M-V with the def2-TZVPD basis set.

## Properties
Gap between HOMO and LUMO   1.707 eV
Largest force on an atom   15.02 eV Å⁻¹
Net charge   +1
HOMO level   -9.355 eV
E_LUMO   -7.6 eV

Last column: Mulliken charge in e.
Positions of all 107 atoms, in Å:
C  1.33813  2.86374  5.97848  -0.334
O  1.33787  1.46299  5.65788  -0.619
B  1.58576  1.13781  4.33977  0.948
O  0.74742  0.28212  3.71437  -0.393
C  2.90417  1.70216  3.60366  -2.031
N  4.01586  0.69125  3.82022  0.191
C  5.30212  1.20961  3.24026  -1.414
C  5.15183  1.88516  1.86853  0.799
C  6.35667  2.80270  1.71744  -0.962
N  6.35674  3.85510  2.74067  -0.583
O  3.99520  2.67717  1.72243  -0.454
C  2.77417  1.99993  2.10192  2.725
C  1.66270  3.05066  1.95200  -1.916
C  0.35250  2.55531  1.34217  0.056
C  -0.76274  3.55140  1.63079  -0.631
N  -1.96238  3.07336  0.95245  -0.396
C  2.58735  0.74746  1.24061  -1.364
C  2.65120  1.02893  -0.28365  -0.611
C  3.89626  0.49513  -0.89914  0.134
F  4.18251  -0.80907  -0.75960  -0.381
C  4.73120  1.28635  -1.59171  0.126
F  6.05195  1.23883  -1.58740  -0.236
F  4.21925  2.28141  -2.34218  -0.193
H  1.19220  3.51946  5.12220  0.068
H  0.51473  3.06818  6.66283  0.173
H  2.24328  3.10241  6.53514  0.220
H  -0.17286  0.41090  3.97255  0.263
H  3.26545  2.61981  4.06692  0.418
H  4.16007  0.58143  4.82424  0.456
H  3.75073  -0.22946  3.46963  0.519
H  5.95115  0.34611  3.09432  0.404
H  5.81019  1.82435  3.97879  0.429
H  5.26424  1.11680  1.10210  -0.058
H  7.23972  2.17961  1.88337  0.341
H  6.39752  3.24314  0.72176  0.436
H  5.41843  4.09621  3.02588  0.215
H  6.82567  4.67084  2.37907  0.307
H  2.05507  3.80297  1.26687  0.655
H  1.44849  3.58128  2.88484  0.442
H  0.45520  2.55107  0.25983  0.278
H  0.05892  1.56408  1.67642  0.059
H  -0.47188  4.54981  1.29967  0.403
H  -0.87126  3.63749  2.72809  -0.042
H  -2.70739  3.75712  0.98453  0.341
H  -2.24463  2.21775  1.41797  0.019
H  1.63700  0.25637  1.43020  0.356
H  3.33537  -0.01805  1.46606  1.101
H  2.51526  2.08604  -0.48506  0.554
H  1.78952  0.53577  -0.74225  0.261
F  0.13864  -1.67966  0.65228  -0.412
Al  -1.08960  -0.95598  -0.26466  0.224
F  -2.32915  -0.45002  0.77879  -0.137
F  -1.69766  -2.00964  -1.41516  -0.235
F  -0.42945  0.41529  -1.01255  -0.404
F  -6.42406  -1.95201  -3.67713  -0.323
C  -5.37594  -2.78527  -3.92014  0.475
C  -4.19547  -2.58826  -3.23780  -0.453
C  -3.12813  -3.44013  -3.48060  -0.511
C  -3.25539  -4.46637  -4.40754  -0.607
C  -4.45342  -4.64336  -5.08816  -0.443
C  -5.52891  -3.80042  -4.84172  -0.419
H  -4.10813  -1.77979  -2.52433  0.442
H  -2.20508  -3.29652  -2.94504  0.589
H  -2.42217  -5.12841  -4.60262  0.455
H  -4.55044  -5.43969  -5.81379  0.395
H  -6.47345  -3.92550  -5.35482  0.407
C  -7.14706  2.30278  2.57725  -1.934
C  -5.91834  2.00693  2.97852  0.535
C  -4.96062  1.29082  2.09144  0.014
O  -3.85347  1.03446  2.48451  -0.364
C  -5.43626  0.91678  0.73513  -0.284
C  -6.67679  1.21466  0.33526  -0.660
C  -7.62443  1.92603  1.21252  0.218
O  -8.76089  2.19664  0.83647  -0.880
H  -7.85385  2.82098  3.19581  1.708
H  -5.55570  2.26801  3.96431  0.499
H  -4.72493  0.39432  0.10440  0.701
H  -7.04666  0.95046  -0.64709  0.484
Al  4.48612  1.51014  -4.69282  0.335
C  3.03365  2.17872  9.05070  0.894
O  3.95718  1.38416  8.96803  -0.362
O  3.09620  3.39936  8.77229  -0.287
O  1.86729  1.90188  9.41160  -0.237
Cl  2.74951  0.32364  -5.91461  -0.428
Cs  -8.98831  3.80338  2.57117  0.932
C  1.15384  -4.11152  -6.12154  -0.660
O  1.33584  -5.29964  -6.92653  -0.323
P  0.09534  -5.83118  -7.81158  1.015
O  -1.01195  -6.09178  -6.86562  -0.526
O  0.89250  -7.15432  -8.27307  -0.356
C  1.23444  -8.12995  -7.29117  -0.598
O  -0.55224  -5.56506  -9.25249  -0.381
C  -1.24313  -6.66202  -9.85464  -0.562
H  2.13950  -3.71488  -5.89420  0.251
H  0.58527  -3.35318  -6.65407  0.309
H  0.64807  -4.36775  -5.19279  0.269
H  0.53981  -8.10725  -6.45120  0.309
H  2.25065  -7.96039  -6.93577  0.227
H  1.18531  -9.10646  -7.76971  0.243
H  -1.85685  -7.18798  -9.12484  0.298
H  -0.53804  -7.34909  -10.31770  0.243
H  -1.88217  -6.23664  -10.62521  0.247
C  -3.34415  4.05874  5.80792  0.315
Cl  -4.98808  3.63729  6.33790  -0.124
Cl  -2.16546  3.08716  6.68725  -0.079
Cl  -3.18811  3.70608  4.08382  -0.018
Cl  -3.04945  5.77311  6.07514  -0.102

***

Entry 2:
Computed, not measured: C30H44Ba2MnN6O4 as an isolated structure, with ωB97M-V with the def2-TZVPD basis set.

## Properties
Gap between HOMO and LUMO (spin up / spin down)   4.118 / 4.117 eV
Largest force on an atom   4.09 eV Å⁻¹
Net charge   +4
2S+1   6
HOMO level (spin up / spin down)   -18.785 / -18.784 eV
E_LUMO (spin up / spin down)   -14.7 / -14.7 eV

Last column: Mulliken charge in e.
Positions of all 87 atoms, in Å:
Ba  16.97394  2.63810  -24.12199  1.850
Ba  20.72206  7.80587  -17.02630  1.870
Mn  15.93795  0.87756  -20.18583  1.284
C  19.00984  4.69545  -20.46158  0.387
C  19.29143  5.57019  -19.38146  0.336
C  18.64992  5.19578  -17.96750  0.151
O  18.88480  5.91603  -17.00277  -0.753
C  17.74902  4.09947  -17.95880  -0.245
C  17.49910  3.29016  -19.02483  0.578
C  18.18829  3.60737  -20.34482  -0.147
O  17.92296  2.87292  -21.38863  -0.816
O  16.66573  2.32008  -18.82044  -0.639
O  20.03552  6.54236  -19.29084  -0.894
H  19.39288  4.98587  -21.43112  0.256
H  17.36929  3.83000  -16.97906  0.515
C  19.28586  3.27151  -14.34629  -0.405
C  20.12329  3.82279  -13.19556  -0.700
C  21.61383  3.97400  -13.50123  -0.446
C  21.90229  4.93662  -14.58364  0.225
N  22.09101  5.67922  -15.44198  -0.466
H  18.23567  3.52190  -14.18606  0.123
H  19.39872  2.18999  -14.39987  0.417
H  19.56813  3.72018  -15.30304  -0.081
H  20.03664  3.15239  -12.33601  0.394
H  19.75590  4.72351  -12.69707  0.333
H  22.11096  3.02090  -13.66907  0.322
H  22.07274  4.49303  -12.65362  0.333
C  21.80646  7.32743  -22.13332  -0.608
C  21.08514  8.25167  -23.10301  -0.647
C  20.08570  7.51007  -24.00980  0.689
C  20.66623  7.02471  -25.25666  -0.043
N  21.11800  6.59042  -26.21209  -0.375
H  22.69833  7.81952  -21.75382  0.433
H  22.15556  6.41392  -22.63007  0.324
H  21.09844  6.87501  -21.43736  -0.235
H  21.81788  8.82872  -23.67070  0.442
H  20.52891  9.08080  -22.65553  0.314
H  19.21426  8.12690  -24.23992  0.378
H  19.66604  6.69748  -23.40559  -0.652
C  15.95270  8.52377  -20.13297  -1.499
C  16.71227  7.66220  -21.12558  0.740
C  15.92911  7.31634  -22.37995  -0.549
C  16.51851  6.27927  -23.21230  0.186
N  16.93172  5.45388  -23.90324  -0.524
H  15.04142  8.04247  -19.77307  0.357
H  15.64558  9.43459  -20.65031  0.440
H  16.54593  8.74429  -19.24802  0.286
H  16.92428  6.71834  -20.60196  -0.364
H  17.71015  8.02998  -21.37268  0.192
H  15.75214  8.19790  -23.00571  0.448
H  14.91553  6.95080  -22.17875  0.374
C  21.82655  2.97216  -21.76456  -0.802
C  21.70217  1.71692  -20.89048  -0.529
C  21.22042  0.48243  -21.68912  -0.232
C  22.20094  0.09830  -22.69960  0.102
N  22.94506  -0.13868  -23.54200  -0.328
H  22.39817  3.65161  -21.12722  0.247
H  20.86855  3.40755  -22.05075  -0.004
H  22.43971  2.85182  -22.65776  0.582
H  20.99257  1.86870  -20.07358  0.171
H  22.68516  1.52510  -20.46210  0.481
H  20.31470  0.81582  -22.21547  -0.036
H  20.86605  -0.23613  -20.95197  0.401
C  14.97771  6.46567  -16.60400  -0.099
C  15.10219  7.32510  -15.33189  -0.840
C  16.55038  7.57218  -14.93093  -0.197
C  17.26796  8.23579  -15.99318  0.530
N  17.85618  8.80636  -16.80290  -0.688
H  15.28945  5.43334  -16.43050  -0.189
H  15.65349  6.88452  -17.36210  -0.255
H  14.00842  6.48009  -17.09981  0.475
H  14.50882  6.78587  -14.59476  0.399
H  14.58180  8.25955  -15.54497  0.390
H  17.01447  6.64050  -14.59635  0.043
H  16.58653  8.19368  -14.03110  0.436
C  12.50930  2.73301  -17.43288  -0.968
C  12.93396  2.26760  -16.03436  -0.505
C  14.45842  2.44175  -15.86863  0.490
C  14.90096  3.22984  -14.72629  0.007
N  15.23388  3.83348  -13.80785  -0.443
H  12.79181  3.75986  -17.66055  0.231
H  11.41736  2.66502  -17.42759  0.400
H  12.73658  2.06689  -18.27674  0.175
H  12.71642  1.20498  -15.94996  0.262
H  12.32816  2.82213  -15.32347  0.413
H  15.00128  2.73712  -16.77244  -0.395
H  14.92212  1.45410  -15.74745  0.387

***

Number 1: electronic energy -168916.6031 eV. Number 2: electronic energy -81623.2125 eV.